Entry 1:
ORCA calculation (the ωB97M-V functional and the def2-TZVPD basis) on 2 unconnected molecules or ions with the total composition C42H37F6N3O6.

Geometry as XYZ:
```
94
Properties=species:S:1:pos:R:3
F 6.89 -1.04 -0.47
C 6.04 -0.59 0.49
F 4.88 -1.31 0.39
F 6.59 -0.92 1.71
C 5.74 0.88 0.44
N 4.75 1.19 1.48
C 5.22 1.92 2.61
C 5.36 3.32 2.55
C 5.95 4.01 3.61
C 6.40 3.31 4.74
C 6.27 1.92 4.80
C 5.71 1.22 3.73
C 3.40 1.00 1.25
C 2.54 0.74 2.35
C 1.19 0.49 2.13
C 0.62 0.59 0.83
C -0.77 0.37 0.61
C -1.55 1.13 -0.32
C -2.88 0.74 -0.63
C -3.60 1.37 -1.62
C -3.05 2.46 -2.34
N -3.70 3.01 -3.42
C -4.63 2.18 -4.20
C -3.84 1.34 -5.16
F -4.57 0.44 -5.87
F -3.18 2.15 -6.06
F -2.86 0.64 -4.48
C -3.67 4.40 -3.72
C -2.74 4.92 -4.64
C -2.73 6.28 -4.95
C -3.67 7.13 -4.38
C -4.63 6.62 -3.50
C -4.65 5.27 -3.19
C -1.80 2.98 -1.91
C -1.08 2.33 -0.93
C 1.50 0.90 -0.24
C 2.86 1.06 -0.05
H 6.65 1.43 0.69
H 5.36 1.12 -0.56
H 5.00 3.83 1.66
H 6.04 5.09 3.56
H 6.87 3.85 5.56
H 6.60 1.36 5.68
H 5.64 0.14 3.73
H 2.96 0.71 3.35
H 0.54 0.25 2.97
H -1.29 -0.38 1.21
H -3.32 -0.09 -0.07
H -4.63 1.06 -1.83
H -5.21 1.50 -3.56
H -5.28 2.86 -4.77
H -2.04 4.23 -5.11
H -1.97 6.66 -5.64
H -3.65 8.20 -4.62
H -5.38 7.29 -3.05
H -5.41 4.84 -2.53
H -1.41 3.87 -2.40
H -0.12 2.75 -0.63
H 1.10 0.97 -1.26
H 3.51 1.29 -0.89
C -4.37 -2.39 -1.40
C -4.08 -2.89 -0.02
O -2.65 -3.08 0.06
C -2.26 -3.58 1.26
C -0.85 -3.98 1.35
C -0.07 -4.26 0.12
O 0.93 -4.99 0.03
O -0.53 -3.69 -1.01
C 0.33 -3.96 -2.12
C -0.29 -3.32 -3.32
C -0.36 -4.47 2.61
C 0.86 -5.23 2.73
C 1.38 -5.65 3.94
C 0.69 -5.35 5.14
N 1.33 -5.53 6.40
O 0.73 -5.15 7.43
O 2.47 -6.05 6.43
C -0.56 -4.70 5.07
C -1.06 -4.28 3.85
O -3.11 -3.71 2.14
H -5.44 -2.18 -1.50
H -3.82 -1.47 -1.63
H -4.11 -3.14 -2.16
H -4.40 -2.17 0.75
H -4.58 -3.86 0.17
H 1.33 -3.55 -1.91
H 0.41 -5.05 -2.25
H 0.40 -3.39 -4.17
H -1.22 -3.83 -3.60
H -0.51 -2.26 -3.15
H 1.38 -5.52 1.82
H 2.32 -6.19 4.00
H -1.12 -4.54 5.99
H -2.05 -3.84 3.82
```

Values from the calculation:
* HOMO-LUMO gap: 2.9 eV
* HOMO: -5.8812 eV



Entry 2:
ORCA calculation (the ωB97M-V functional and the def2-TZVPD basis) on a molecular structure, C42H38Cl3InN6S2.

Geometry as XYZ:
```
92
Properties=species:S:1:pos:R:3
In 1.51 0.72 -0.72
S -1.83 -2.81 -6.62
C -3.24 -1.98 -7.11
C -3.55 -0.98 -6.20
C -2.69 -0.95 -5.09
C -1.72 -1.90 -5.15
C -0.78 -2.16 -4.06
C -0.51 -1.16 -3.09
N 0.22 -1.28 -1.93
C 0.78 -2.49 -1.75
C 0.48 -3.57 -2.60
C 1.07 -4.86 -2.34
C 2.15 -5.00 -1.55
C 2.47 -3.97 -0.59
C 3.45 -4.24 0.35
C 3.71 -3.14 1.14
C 2.93 -1.97 1.14
N 1.95 -1.81 0.25
C 1.73 -2.73 -0.66
C 4.77 -3.23 2.18
C 5.67 -2.27 2.67
C 6.16 -2.57 4.00
C 5.63 -3.78 4.41
S 4.53 -4.48 3.33
C -0.40 -3.41 -3.75
H -3.60 -2.10 -8.12
H -4.42 -0.42 -6.34
H -2.87 -0.35 -4.24
H -0.86 -0.13 -3.26
H 0.67 -5.74 -2.92
H 2.58 -6.01 -1.39
H 3.92 -5.26 0.49
H 3.12 -1.18 1.83
H 5.88 -1.38 2.16
H 6.89 -2.06 4.58
H 5.94 -4.16 5.35
H -0.62 -4.19 -4.43
N 0.51 -1.23 3.86
C -0.11 -0.38 3.05
N 0.60 0.76 2.87
C 1.78 0.56 3.60
C 2.87 1.40 3.64
C 3.99 0.94 4.35
C 3.97 -0.34 4.94
C 2.86 -1.15 4.92
C 1.75 -0.71 4.20
H 0.24 -2.15 4.17
H -1.09 -0.68 2.59
H 2.82 2.38 3.27
H 4.80 1.63 4.58
H 4.80 -0.67 5.49
H 2.85 -2.09 5.49
C -4.07 0.39 3.21
C -3.55 1.62 2.51
C -3.43 2.78 3.25
C -2.93 3.91 2.59
C -2.91 5.20 3.33
C -2.81 3.93 1.20
C -3.06 2.78 0.42
C -3.33 1.61 1.12
N -3.11 2.74 -1.04
C -2.14 3.46 -1.85
C -2.55 4.83 -2.30
C -1.86 2.65 -3.11
C -0.87 3.57 -1.07
H -3.41 -0.47 3.04
H -5.06 0.16 2.96
H -4.08 0.48 4.27
H -3.72 2.89 4.29
H -2.04 5.77 3.10
H -2.78 5.00 4.45
H -3.77 5.88 3.15
H -2.43 4.80 0.71
H -3.47 0.57 0.66
H -2.58 5.59 -1.48
H -3.51 4.81 -2.79
H -1.84 5.24 -3.04
H -2.65 2.70 -3.87
H -1.60 1.64 -2.91
H -0.88 3.07 -3.46
H -0.50 2.62 -0.73
H -1.02 4.25 -0.17
H -0.14 4.01 -1.72
C -4.28 2.23 -1.62
H -5.12 2.26 -0.92
H -4.57 2.62 -2.59
Cl 3.04 -3.00 -4.19
C 3.37 -1.34 -4.05
Cl 3.57 -0.44 -5.49
Cl -4.19 0.43 -1.92
C 3.37 -0.62 -2.92
N 3.19 0.09 -1.99
```

Values from the calculation:
* HOMO-LUMO gap: 6.0 eV
* HOMO: -6.4033 eV
* energy above the lowest of the compared OMol25 structures with the same formula, charge and spin: 11.95 kcal per mole



Entry 3:
ORCA calculation (the ωB97M-V functional and the def2-TZVPD basis) on a molecular structure, C42H38F3N3O3P2SSm.

Geometry as XYZ:
```
93
Properties=species:S:1:pos:R:3
Sm -1.38 -0.52 -0.61
C 1.18 -0.04 2.17
P -0.48 0.41 2.94
C -1.09 -1.28 3.30
C -1.25 -2.29 2.36
C -1.64 -3.57 2.71
C -1.87 -3.88 4.05
C -1.71 -2.89 5.02
C -1.33 -1.61 4.64
C -1.41 0.96 1.45
C -0.91 2.40 1.13
C -1.37 2.95 -0.24
C -3.30 2.22 -0.61
C -3.71 1.37 0.56
C -2.86 0.83 1.45
C 1.28 -1.18 1.20
C 1.87 -2.41 1.42
C 1.79 -3.13 0.20
C 1.17 -2.29 -0.70
C 0.88 -2.50 -2.17
P -0.94 -2.75 -2.41
C -1.18 -2.44 -4.21
C -0.11 -2.47 -5.10
C -0.27 -2.11 -6.43
C -1.52 -1.71 -6.89
C -2.60 -1.69 -6.02
C -2.43 -2.06 -4.69
C -0.97 -4.57 -2.28
C -1.04 -5.42 -3.39
C -0.98 -6.80 -3.22
C -0.86 -7.34 -1.94
C -0.80 -6.50 -0.84
C -0.87 -5.13 -1.01
N 0.84 -1.09 -0.10
H 1.84 -0.24 3.01
H 1.54 0.88 1.71
H -1.04 -2.10 1.32
H -1.76 -4.34 1.95
H -2.17 -4.88 4.34
H -1.88 -3.12 6.06
H -1.20 -0.83 5.39
H 0.18 2.37 1.10
H -0.58 3.50 -0.74
H -4.05 2.20 -1.40
H -4.78 1.19 0.65
H -3.30 0.18 2.21
H 2.30 -2.75 2.35
H 2.17 -4.12 -0.01
H 1.42 -3.35 -2.55
H 1.17 -1.61 -2.73
H 0.87 -2.78 -4.75
H 0.58 -2.13 -7.10
H -1.64 -1.40 -7.92
H -3.58 -1.38 -6.37
H -3.28 -2.03 -4.02
H -1.13 -5.00 -4.38
H -1.04 -7.45 -4.08
H -0.82 -8.42 -1.81
H -0.71 -6.92 0.16
H -0.82 -4.47 -0.14
F -1.66 2.03 -5.35
C -1.90 3.17 -4.70
F -0.90 4.02 -5.02
F -3.02 3.69 -5.29
C -2.10 3.05 -3.22
C -2.71 4.28 -2.66
C -2.97 4.58 -1.38
C -2.77 3.63 -0.25
N -1.93 1.83 -1.09
C -1.62 1.99 -2.51
S -0.55 0.75 -3.03
H -2.94 5.04 -3.39
H -3.39 5.55 -1.16
H -3.10 4.04 0.70
O -3.98 -2.79 -1.79
N -3.42 -1.87 -1.23
O -2.91 -2.00 -0.06
O -3.29 -0.71 -1.76
C -3.27 5.66 3.94
C -1.89 5.05 4.18
C -0.84 6.17 4.26
C -1.89 4.26 5.50
C -1.55 4.13 3.07
C -1.26 3.38 2.18
H -3.53 6.35 4.75
H -4.03 4.88 3.89
H -3.29 6.21 2.99
H -1.07 6.85 5.08
H -0.82 6.74 3.33
H 0.16 5.75 4.42
H -2.12 4.93 6.34
H -0.92 3.80 5.67
H -2.64 3.47 5.47
```

Values from the calculation:
* HOMO-LUMO gap (spin up / spin down): 6.6 / 6.6 eV
* HOMO (spin up / spin down): -4.2004 / -4.1518 eV
* spin multiplicity: 6
* charge: -1



Entry 4:
ORCA calculation (the ωB97M-V functional and the def2-TZVPD basis) on a molecular structure, C42H38MgN11OP2.

Geometry as XYZ:
```
95
Properties=species:S:1:pos:R:3
Mg -1.14 -0.54 -0.71
C -2.01 0.57 -4.99
C -2.14 0.17 -3.65
N -1.14 -0.34 -2.96
C 0.07 -0.45 -3.56
C 0.30 -0.08 -4.88
C -0.79 0.45 -5.60
C 1.60 -0.24 -5.45
C 2.62 -0.75 -4.73
C 2.42 -1.15 -3.36
C 3.44 -1.70 -2.57
C 3.16 -2.08 -1.29
C 1.87 -1.88 -0.78
N 0.90 -1.33 -1.49
C 1.16 -0.99 -2.77
H -2.86 0.98 -5.51
H -3.08 0.27 -3.12
H -0.65 0.75 -6.64
H 1.76 0.06 -6.48
H 3.60 -0.87 -5.16
H 4.43 -1.84 -2.99
H 3.92 -2.52 -0.65
H 1.61 -2.18 0.22
N -3.82 -2.80 -0.59
C -4.14 -1.46 -0.68
N -5.40 -1.04 -0.76
N -5.28 0.30 -0.88
N -4.04 0.65 -0.88
N -3.27 -0.46 -0.75
C -2.59 -3.27 -0.15
N -2.42 -4.50 0.31
N -1.11 -4.54 0.62
N -0.54 -3.41 0.36
N -1.47 -2.56 -0.16
H -4.60 -3.40 -0.33
C 0.79 1.06 3.16
C 2.30 0.87 3.38
P 3.07 0.22 1.84
C 3.32 1.78 0.90
C 4.16 2.79 1.37
C 4.37 3.94 0.64
C 3.73 4.10 -0.59
C 2.88 3.11 -1.06
C 2.68 1.95 -0.32
C 4.81 -0.07 2.33
C 5.72 -0.35 1.31
C 7.05 -0.62 1.58
C 7.50 -0.62 2.90
C 6.61 -0.35 3.92
C 5.28 -0.08 3.64
C 0.02 -0.27 3.26
P -1.43 -0.26 2.12
C -2.52 -1.55 2.78
C -3.90 -1.41 2.62
C -4.76 -2.44 2.96
C -4.25 -3.63 3.47
C -2.88 -3.78 3.62
C -2.02 -2.75 3.28
C -2.27 1.26 2.71
C -2.52 2.28 1.80
C -3.13 3.46 2.22
C -3.50 3.62 3.54
C -3.27 2.59 4.46
C -2.66 1.42 4.04
H 0.61 1.53 2.19
H 0.41 1.76 3.90
H 2.46 0.14 4.18
H 2.79 1.80 3.68
H 4.68 2.66 2.32
H 5.02 4.72 1.01
H 3.88 5.00 -1.17
H 2.36 3.24 -2.01
H 1.96 1.21 -0.66
H 5.38 -0.35 0.28
H 7.74 -0.82 0.77
H 8.54 -0.84 3.12
H 6.95 -0.35 4.95
H 4.60 0.13 4.46
H -0.30 -0.46 4.29
H 0.66 -1.10 2.96
H -4.31 -0.50 2.20
H -5.83 -2.33 2.81
H -4.92 -4.45 3.72
H -2.47 -4.72 3.98
H -0.95 -2.90 3.36
H -2.23 2.15 0.76
H -3.32 4.24 1.50
H -3.98 4.53 3.87
H -3.57 2.70 5.49
H -2.50 0.61 4.75
C -0.59 2.37 -1.24
O -0.35 1.19 -0.58
H -0.02 2.46 -2.19
H -0.30 3.26 -0.64
H -1.65 2.52 -1.52
```

Values from the calculation:
* HOMO-LUMO gap: 6.8 eV
* HOMO: -4.8756 eV
* charge: -1
* energy above the lowest of the compared OMol25 structures with the same formula, charge and spin: 0.00 kcal per mole



Entry 5:
ORCA calculation (the ωB97M-V functional and the def2-TZVPD basis) on 5 unconnected molecules or ions with the total composition C42H38N5O12P.

Geometry as XYZ:
```
98
Properties=species:S:1:pos:R:3
C -5.52 1.86 0.84
C -5.55 2.95 -0.38
C -4.04 3.30 -1.00
C -3.80 2.57 -2.46
O -3.92 1.10 -2.44
C -2.96 0.49 -1.48
C -1.39 1.03 -1.28
C -0.41 0.34 -0.17
C -1.04 -0.92 0.75
C -2.56 -1.52 0.57
P -3.16 -2.95 1.67
N -4.14 -4.01 0.59
O -4.20 -2.17 2.88
C -3.52 -0.78 -0.57
C 0.01 -1.54 1.90
O 0.12 -2.85 2.13
C 0.91 -0.37 2.69
C 1.16 -0.43 4.31
C 2.04 0.77 5.03
C 2.70 1.98 4.12
C 2.46 2.06 2.46
C 1.54 0.88 1.77
C 1.16 0.82 0.14
O 2.04 1.12 -0.82
H -5.65 0.75 0.40
H -4.51 1.91 1.46
H -6.47 2.00 1.55
H -5.97 3.96 0.08
H -6.24 2.57 -1.27
H -3.17 3.11 -0.23
H -4.04 4.47 -1.19
H -2.77 2.92 -2.93
H -4.64 2.97 -3.20
H -0.97 1.92 -1.94
H -3.46 -4.23 -0.21
H -4.88 -3.42 0.12
H -3.91 -1.19 2.83
H -4.62 -1.22 -0.65
H 0.65 -1.33 4.90
H 2.17 0.69 6.22
H 3.34 2.79 4.71
H 2.92 2.91 1.81
O -6.62 -3.80 -0.08
N -6.92 -2.64 -0.40
O -6.50 -1.62 0.18
C -7.83 -2.45 -1.53
C -8.35 -3.57 -2.20
C -9.24 -3.39 -3.26
C -9.59 -2.10 -3.66
C -9.06 -0.98 -3.01
C -8.18 -1.15 -1.94
H -8.09 -4.58 -1.90
H -9.66 -4.25 -3.77
H -10.29 -1.96 -4.48
H -9.34 0.02 -3.33
H -7.77 -0.28 -1.44
O -1.42 0.68 7.89
N -2.02 0.08 6.98
O -1.51 -0.28 5.92
C -3.45 -0.21 7.19
C -4.08 0.21 8.36
C -5.44 -0.04 8.54
C -6.16 -0.72 7.55
C -5.52 -1.16 6.39
C -4.16 -0.90 6.20
H -3.54 0.75 9.14
H -5.95 0.29 9.44
H -7.22 -0.92 7.69
H -6.09 -1.69 5.63
H -3.68 -1.24 5.28
O 8.77 0.75 -1.93
N 8.17 0.15 -2.84
O 8.69 -0.21 -3.90
C 6.74 -0.14 -2.63
C 6.11 0.29 -1.46
C 4.75 0.03 -1.28
C 4.03 -0.65 -2.27
C 4.67 -1.09 -3.43
C 6.03 -0.83 -3.62
H 6.66 0.82 -0.68
H 4.25 0.36 -0.38
H 2.97 -0.85 -2.13
H 4.10 -1.62 -4.19
H 6.51 -1.17 -4.54
O 14.57 1.74 -7.52
N 13.39 1.50 -7.24
O 12.48 1.42 -8.08
C 13.04 1.30 -5.83
C 14.03 1.41 -4.85
C 13.68 1.24 -3.51
C 12.36 0.96 -3.15
C 11.38 0.84 -4.14
C 11.71 1.01 -5.48
H 15.06 1.63 -5.11
H 14.44 1.34 -2.73
H 12.10 0.84 -2.10
H 10.35 0.62 -3.85
H 10.93 0.91 -6.24
```

Values from the calculation:
* HOMO-LUMO gap: 6.8 eV
* structure (SMILES): CCCCOc1cc2c(c(P(N)O)c1)C(=O)c1ccccc1C2=O.O=[N+]([O-])c1ccccc1.O=[N+]([O-])c1ccccc1.O=[N+]([O-])c1ccccc1.O=[N+]([O-])c1ccccc1
* HOMO: -8.4254 eV
* energy above the lowest of the compared OMol25 structures with the same formula, charge and spin: 490.28 kcal per mole